(1)
179
Properties=species:S:1:pos:R:3:forces:R:3 method="wB97M-V/def2-TZVPD" charge=-1 e_tot_ev=-772416.870 spin_multiplicity=1
C -10.776880 1.755175 -1.535764 0.02 0.13 0.09
C -9.741913 2.975239 -2.019751 -0.91 -0.69 0.31
C -9.374644 2.846100 -3.630074 0.60 0.28 0.63
C -8.418779 1.514140 -3.961493 -1.35 0.71 0.63
C -6.981215 1.721919 -3.199344 -0.26 0.18 -0.45
C -5.692827 1.037500 -4.013545 -0.96 0.04 0.52
C -4.348001 1.969857 -3.864515 -0.27 -0.28 -0.09
C -2.925812 1.103308 -4.006834 -1.25 0.36 0.39
C -1.648074 2.126212 -4.157184 -0.32 -0.58 -1.16
C -0.198950 1.346585 -4.415560 -1.40 -0.52 1.41
C 0.481252 1.154158 -2.937212 0.87 -1.02 -0.47
C 2.138554 1.047754 -2.962995 -0.62 -0.76 0.46
C 2.556403 0.623877 -1.395754 0.31 -0.44 -2.54
C 3.014446 1.987206 -0.672701 1.19 -0.60 -1.75
P 2.779583 2.149033 1.222660 0.01 -2.12 -0.27
C 3.143885 3.983795 0.857764 1.20 3.38 -0.21
C 3.361937 4.989281 2.103547 -4.57 1.85 4.52
O 2.520345 5.327115 3.081095 5.44 -2.42 -6.55
Cl 5.011308 5.918945 2.173502 -1.55 -0.98 -0.34
C 0.852877 2.329103 0.927089 -5.32 -6.40 -1.75
O 0.062981 1.243250 0.671268 4.71 6.67 1.60
N 0.066044 3.590556 0.977008 -0.79 2.03 3.81
C -0.342094 4.104905 2.298617 -1.63 -2.94 4.17
O -0.744468 3.400688 3.366177 2.81 4.76 -7.40
F -0.390442 5.605558 2.477899 0.11 -3.97 -1.29
C 4.633212 1.780873 1.657924 1.75 1.09 1.34
I 5.325674 -0.180765 0.830275 0.52 0.78 0.12
C 5.000154 1.655912 3.234122 1.58 -0.04 0.70
C 5.309641 3.048185 4.037507 0.64 -0.79 0.60
O 2.266864 2.338303 2.914167 -1.20 -1.79 0.81
C 1.557817 1.155652 3.506904 -0.05 -2.15 -1.68
C 2.131288 -0.153943 2.637889 0.56 1.05 -0.21
O 1.167757 -1.246093 2.346152 1.99 -0.06 1.56
C 1.608961 -2.499681 2.978037 -0.64 -1.28 0.48
C 1.180023 -2.538081 4.580943 0.06 0.66 -0.68
O 1.688161 -3.760019 5.276176 -2.17 0.36 -0.73
C 0.622756 -4.767031 5.418448 -0.65 -0.68 0.03
C -0.488173 -4.384752 6.588190 0.05 0.98 -0.63
O 2.669761 0.378590 1.357347 -2.74 -0.50 3.41
H -11.776253 1.789627 -2.156739 1.98 -0.01 1.12
H -11.070797 1.849133 -0.393057 0.71 -0.06 -2.36
H -10.305998 0.693314 -1.678117 -0.80 2.03 0.23
H -8.774425 2.928575 -1.347109 -1.90 0.16 -1.45
H -10.321892 3.986586 -1.770209 1.44 -2.04 -0.75
H -10.364288 2.861608 -4.260858 2.03 -0.16 1.25
H -8.733431 3.804344 -3.889045 -1.36 -1.84 0.29
H -9.050206 0.591312 -3.545046 1.69 1.76 -0.98
H -8.346196 1.407667 -5.131944 0.10 0.21 2.33
H -6.821033 2.898760 -3.104510 -0.17 -2.47 -0.26
H -7.103156 1.313646 -2.109100 0.45 0.71 -2.21
H -5.531339 -0.043630 -3.585490 -0.12 2.05 -0.79
H -6.071785 0.903411 -5.122785 1.12 0.35 2.07
H -4.428477 2.803425 -4.707148 0.36 -1.61 1.86
H -4.412221 2.484802 -2.793745 0.30 -0.98 -2.32
H -3.080833 0.380687 -4.915207 0.66 1.54 1.71
H -2.890251 0.422709 -3.039725 0.27 1.41 -1.90
H -1.634677 2.792644 -3.185031 0.16 -1.14 -2.15
H -1.841703 2.756197 -5.146168 0.16 -0.97 2.28
H 0.476496 1.871186 -5.214100 -1.28 -0.86 1.68
H -0.501675 0.256962 -4.789860 0.89 2.37 0.50
H 0.156966 1.957573 -2.140127 0.64 -1.40 -1.74
H 0.077631 0.111606 -2.519423 0.91 2.31 -0.78
H 2.522264 0.207316 -3.715917 -1.10 1.70 1.49
H 2.653262 2.046399 -3.309800 -1.10 -1.81 0.75
H 3.409778 -0.196744 -1.552093 -1.63 2.04 0.90
H 1.630748 0.052799 -0.990983 1.76 1.39 -0.18
H 4.188100 2.109294 -0.859906 -2.39 -0.29 0.19
H 2.532248 2.887036 -1.293249 0.74 -1.83 1.52
H 4.143565 4.008898 0.202264 -2.17 0.00 1.75
H 2.358296 4.516117 0.131665 1.50 -1.11 1.93
H 0.208921 4.266681 0.217895 0.06 -0.21 0.90
H 5.388692 2.546161 1.187039 -1.30 -1.43 0.90
H 4.287097 1.022352 3.904109 0.99 1.21 -1.73
H 6.038476 1.059124 3.263004 -2.29 1.52 -0.08
H 5.831144 2.730198 5.063539 -1.33 0.80 -2.38
H 6.124665 3.635562 3.437946 -1.76 -0.78 1.14
H 4.368808 3.673018 4.343150 1.78 -1.13 -0.99
H 1.770457 0.887933 4.625870 0.06 1.31 -1.97
H 0.403464 1.064206 3.364319 1.97 1.07 0.10
H 2.908098 -0.617876 3.381286 -0.65 0.64 -1.98
H 2.751248 -2.731187 2.868930 -1.98 0.75 0.18
H 1.037335 -3.398393 2.448095 1.10 2.05 0.97
H 1.631474 -1.597361 5.110962 -0.73 -1.84 -0.87
H 0.013806 -2.443795 4.626252 2.14 -0.30 0.04
H 0.109157 -4.931802 4.357643 0.88 0.38 2.28
H 1.082952 -5.798318 5.725093 -0.39 2.13 -0.65
H -0.798430 -5.315021 7.234821 0.62 1.87 -1.38
H -1.428122 -3.908714 6.049180 1.76 -1.11 1.32
H -0.039511 -3.531504 7.284221 -0.86 -1.99 -1.42
C -7.524806 1.808803 1.805937 -0.05 0.19 0.01
Cl -8.834811 0.616060 1.776039 0.06 0.14 0.00
Cl -6.505971 1.650151 0.364942 -0.10 0.11 0.26
Cl -8.180801 3.450443 1.926301 0.09 -0.19 0.03
H -6.906709 1.619458 2.687273 -0.30 0.18 -0.35
C -2.859929 -1.924962 -7.006102 -0.07 0.03 0.12
Cl -3.670859 -0.372555 -7.274555 0.00 -0.19 -0.21
Cl -1.104682 -1.746560 -7.170239 -0.22 -0.05 -0.05
Cl -3.272618 -2.574591 -5.410022 0.04 0.03 -0.22
H -3.206864 -2.630561 -7.765322 0.26 0.54 0.58
C -5.638872 2.833579 5.326228 0.06 0.16 -0.10
Cl -6.948877 1.640836 5.296331 0.06 0.03 0.15
Cl -4.620038 2.674927 3.885234 -0.37 -0.27 -0.05
Cl -6.294867 4.475219 5.446592 -0.08 -0.25 0.00
H -5.020775 2.644236 6.207564 -0.27 0.05 -0.28
C 5.435837 -4.149020 -1.446685 -0.18 0.32 0.06
Cl 6.706417 -2.943563 -1.178089 -0.23 -0.14 0.09
Cl 6.100402 -5.788030 -1.338695 0.00 -0.03 -0.06
Cl 4.118079 -3.934066 -0.281732 0.22 -0.03 -0.25
H 5.032882 -4.006372 -2.452631 0.15 -0.08 0.33
C -10.545661 0.352719 6.811242 0.04 0.07 -0.07
Cl -9.054043 -0.488070 7.267085 -0.18 0.11 -0.03
Cl -10.727246 0.386255 5.048982 0.08 0.06 0.25
Cl -11.950496 -0.418902 7.566784 0.12 0.11 -0.03
H -10.483858 1.383049 7.170753 -0.01 -0.36 -0.13
C 6.757050 -0.536520 6.257991 -0.05 -0.16 -0.16
Cl 5.818477 -0.935132 4.808912 0.34 -0.37 0.51
Cl 7.260009 1.162199 6.225675 0.20 -0.36 0.19
Cl 5.818242 -0.879590 7.721119 0.12 0.04 -0.09
H 7.653955 -1.161073 6.269976 -0.36 0.25 0.01
C -5.042803 -1.693406 3.733332 0.09 0.09 0.00
Cl -5.783701 -0.541495 2.609137 0.46 -0.66 0.20
Cl -6.269022 -2.395914 4.802222 0.09 0.10 -0.04
Cl -4.188065 -2.966775 2.845777 -0.08 0.20 0.14
H -4.316847 -1.155753 4.348609 -0.24 -0.17 -0.22
C 8.523991 -5.475027 -4.396592 -0.03 0.11 0.18
Cl 10.245383 -5.134039 -4.151276 -0.22 -0.07 -0.01
Cl 7.566138 -3.993932 -4.227663 0.20 -0.31 -0.20
Cl 8.255976 -6.211296 -5.985892 -0.05 -0.03 0.07
H 8.200593 -6.183637 -3.629823 0.07 0.25 -0.25
C 10.031631 -7.816198 -9.104328 0.05 -0.11 0.15
Cl 9.058938 -9.265220 -8.797982 0.09 0.23 -0.02
Cl 11.722051 -8.253816 -9.405373 -0.23 0.10 0.06
Cl 9.372638 -6.902236 -10.471882 0.07 0.03 0.14
H 9.993290 -7.181399 -8.215391 0.01 -0.19 -0.31
C 8.057144 8.416508 1.693401 -0.11 -0.14 0.06
Cl 7.861188 8.384144 -0.067336 -0.02 0.03 0.21
Cl 8.185408 6.770010 2.335471 0.08 0.32 -0.07
Cl 9.479673 9.372316 2.143559 -0.14 -0.03 -0.02
H 7.173049 8.888390 2.129692 0.30 -0.18 -0.15
C -12.009019 4.738846 -6.916396 -0.01 0.06 0.02
Cl -10.347198 5.353241 -6.939127 -0.23 -0.05 0.00
Cl -12.206182 3.434156 -8.099008 -0.01 0.17 0.11
Cl -12.442528 4.177361 -5.292634 -0.10 0.17 -0.25
H -12.681959 5.555712 -7.189398 0.24 -0.30 0.10
C -2.095864 -5.429555 -9.694758 0.30 -0.14 0.05
Cl -2.807742 -7.051284 -9.748297 0.06 0.22 -0.05
Cl -3.317667 -4.228396 -9.243014 -0.05 -0.46 -0.50
Cl -0.732443 -5.385677 -8.563846 -0.32 0.02 -0.29
H -1.723668 -5.183714 -10.692596 -0.17 -0.06 0.35
C -2.290777 5.900381 5.952195 0.16 -0.10 0.01
Cl -3.002655 4.278652 5.898656 0.70 0.56 0.24
Cl -3.512579 7.101540 6.403939 0.05 -0.05 -0.06
Cl -0.927356 5.944259 7.083107 -0.33 0.04 -0.21
H -1.918581 6.146222 4.954357 -0.09 -0.17 0.29
C 3.821195 6.208872 6.357960 -0.04 -0.14 -0.12
Cl 4.306634 7.897877 6.584353 -0.03 -0.09 -0.05
Cl 5.112574 5.114763 6.882293 -0.12 0.17 -0.01
Cl 2.321934 5.869030 7.239166 0.34 0.03 -0.15
H 3.640013 6.042399 5.293015 0.00 0.03 0.24
C 6.767997 -4.747588 7.338395 -0.29 -0.05 -0.15
Cl 6.236549 -4.787763 9.028244 0.09 -0.03 -0.22
Cl 5.428113 -4.283883 6.275687 0.22 -0.18 0.20
Cl 8.132141 -3.633958 7.141581 0.07 -0.22 0.02
H 7.099029 -5.750679 7.057545 -0.07 0.38 0.12
C 3.280840 -4.762484 -8.009580 0.05 0.09 -0.01
Cl 2.568961 -6.384214 -8.063120 0.14 0.15 -0.03
Cl 2.059037 -3.561325 -7.557836 0.19 -0.13 -0.07
Cl 4.644260 -4.718606 -6.878668 -0.10 0.00 -0.17
H 3.653035 -4.516643 -9.007419 -0.13 -0.10 0.36
C 2.357388 -4.821168 10.933683 -0.01 0.10 -0.18
Cl 3.849007 -5.661956 11.389525 -0.17 0.09 0.05
Cl 2.175804 -4.787632 9.171423 0.06 0.06 0.27
Cl 0.952554 -5.592789 11.689225 0.13 0.11 -0.03
H 2.419192 -3.790838 11.293195 -0.02 -0.37 -0.12
C 6.848662 -8.601874 -12.757517 0.04 0.00 0.07
Cl 6.107764 -7.449963 -13.881711 0.10 -0.08 0.13
Cl 5.622442 -9.304383 -11.688627 0.18 0.12 -0.09
Cl 7.703400 -9.875243 -13.645073 -0.06 0.17 0.13
H 7.574617 -8.064221 -12.142240 -0.27 -0.23 -0.21

=====

(2)
11
Properties=species:S:1:pos:R:3:forces:R:3 method="wB97M-V/def2-TZVPD" charge=-1 smiles=CCN[NH-] de_lowest_kcal_mol=47.5 e_tot_ev=-5164.030 spin_multiplicity=1
C 1.183634 -0.484001 0.165230 0.77 0.92 -0.10
C 0.121427 0.756519 0.022837 0.74 0.96 -0.29
N -1.310508 0.421194 0.376764 0.04 1.14 -1.26
N -1.592406 -0.931952 0.271429 -0.56 -2.36 0.42
H 1.343755 -0.927781 -0.908236 -0.34 0.36 2.33
H 2.221155 0.004887 0.496051 -1.94 -0.89 -0.82
H 0.925454 -1.271303 0.991468 0.06 1.55 -1.98
H 0.119513 1.177984 -1.093642 0.54 -0.84 1.94
H 0.526277 1.635090 0.721536 -0.86 -1.56 -1.37
H -1.967273 0.879329 -0.323271 1.42 0.19 1.03
H -1.571029 -1.259967 -0.720165 0.13 0.54 0.09

=====

(3)
93
Properties=species:S:1:pos:R:3:forces:R:3 method="wB97M-V/def2-TZVPD" charge=0 smiles="CC(=O)N(C)[C@]1(CCCCOC=O)OC(=O)O[C@H]1C[C@H](O)CN.COCCOCCOC.COCCOCCOC" de_lowest_kcal_mol=0.0 e_tot_ev=-57399.092 spin_multiplicity=1
C -1.170734 -3.606099 1.700515 -0.39 -0.28 -0.33
C -1.222946 -2.217457 1.097927 -0.04 0.10 -0.07
O -0.387301 -1.380216 1.361717 -0.09 -0.19 0.17
N -2.320215 -1.942501 0.263116 0.57 0.02 -0.19
C -2.506408 -2.873272 -0.858434 -0.44 -0.20 0.07
C -2.733207 -0.576927 0.029426 -0.81 0.16 0.15
C -2.619815 0.360274 1.259472 0.06 -0.08 0.36
C -1.757094 1.634299 1.212857 -0.10 0.41 -0.07
C -0.592553 1.649274 2.210167 -0.09 0.30 0.09
C 0.437106 2.721099 1.889078 0.47 0.10 -0.05
O -0.054091 4.007533 2.372297 -0.65 -0.33 -0.25
C -0.111167 5.004427 1.472901 -0.55 -0.09 0.44
O 0.805807 5.395705 0.831023 0.73 0.14 -0.72
O -4.228684 -0.700994 -0.160934 0.44 0.02 -0.17
C -4.624532 0.340536 -0.925474 0.56 -0.08 0.30
O -5.742142 0.627192 -1.164245 -0.85 0.22 -0.04
O -3.538228 1.016943 -1.388278 0.19 -0.33 -0.32
C -2.489520 0.020342 -1.369213 0.13 -0.21 -0.18
C -1.181453 0.551001 -1.946707 0.10 0.45 0.11
C 0.131609 -0.012200 -1.389834 0.02 -0.15 -0.13
O 0.555729 0.855001 -0.344298 0.35 -0.27 -0.35
C 1.202658 -0.120583 -2.488401 0.04 -0.04 0.05
N 1.695958 1.125856 -3.046240 0.08 -0.10 -0.13
H -1.216287 -3.513005 2.791023 0.23 0.08 -0.23
H -0.257675 -4.129882 1.399677 -0.06 0.20 0.21
H -2.024931 -4.211213 1.389996 0.15 0.04 0.16
H -2.387930 -3.902639 -0.516455 0.02 0.20 -0.06
H -1.787417 -2.694408 -1.669599 -0.08 -0.03 0.14
H -3.524161 -2.775493 -1.249471 0.22 0.00 0.09
H -2.319718 -0.242828 2.123007 -0.10 0.11 -0.18
H -3.651426 0.660124 1.467749 0.21 -0.11 -0.04
H -2.416967 2.474803 1.472135 0.14 -0.12 -0.16
H -1.380943 1.851431 0.208035 -0.15 -0.17 0.33
H -0.996004 1.912813 3.198943 0.17 -0.36 -0.05
H -0.108626 0.669385 2.259098 -0.08 0.24 -0.03
H 0.617163 2.797386 0.810249 -0.04 0.03 0.30
H 1.399913 2.525365 2.374535 -0.20 0.05 0.03
H -1.120846 5.441165 1.384951 0.10 0.03 0.33
H -2.841446 -0.757652 -2.060900 0.21 0.03 0.14
H -1.151608 1.644923 -1.850421 -0.02 -0.24 0.01
H -1.217710 0.339708 -3.023336 0.00 0.08 0.20
H -0.018207 -1.028365 -0.987799 -0.05 0.22 -0.09
H 1.411225 0.547266 -0.013888 -0.22 -0.08 0.00
H 2.057192 -0.670157 -2.069140 -0.08 0.12 -0.12
H 0.802164 -0.747526 -3.300196 0.07 0.09 0.18
H 0.956672 1.756255 -3.334236 0.07 -0.06 0.09
H 2.318711 1.612853 -2.414484 -0.22 0.02 0.01
C 2.858208 7.377038 -5.571707 0.07 -0.01 0.00
O 3.062994 8.090230 -4.376279 -0.11 -0.02 0.04
C 2.542201 9.404112 -4.443983 0.03 -0.03 -0.01
C 2.484959 10.031460 -3.068896 0.01 0.06 -0.02
O 1.364875 9.625586 -2.301652 0.03 -0.04 -0.02
C 1.465267 8.358524 -1.665458 -0.07 -0.03 0.04
C 2.286588 8.371238 -0.397689 0.10 -0.07 -0.03
O 3.672609 8.322300 -0.703340 -0.03 0.16 -0.02
C 4.467203 8.618011 0.419020 0.02 -0.08 -0.01
H 3.328084 7.880832 -6.425413 -0.01 0.00 0.00
H 3.311347 6.394996 -5.449659 0.00 0.01 0.00
H 1.789426 7.253660 -5.783861 0.00 0.02 -0.01
H 1.531446 9.388171 -4.872910 0.00 0.03 0.00
H 3.182878 10.019631 -5.092282 -0.03 0.00 -0.03
H 2.364637 11.108513 -3.204910 0.01 0.00 0.02
H 3.420334 9.851749 -2.533093 0.00 -0.05 -0.03
H 1.846115 7.599149 -2.352283 0.04 0.02 0.02
H 0.442248 8.093699 -1.392111 0.00 -0.01 -0.02
H 2.015093 7.497611 0.206240 -0.02 0.04 0.05
H 2.061305 9.283948 0.170153 -0.03 -0.01 0.00
H 4.283374 9.637177 0.780761 -0.01 -0.01 0.01
H 5.509450 8.532225 0.116383 -0.01 0.00 0.00
H 4.277058 7.916721 1.240688 0.00 0.01 0.00
C 1.021700 -11.345151 0.629719 0.05 -0.02 0.05
O 0.665352 -10.297881 1.501923 -0.12 0.01 -0.05
C 0.853167 -9.026830 0.912596 0.01 -0.07 0.05
C 0.178942 -7.952207 1.735646 0.05 0.10 -0.01
O -1.217713 -7.841120 1.511558 -0.01 0.01 -0.01
C -2.040811 -8.820825 2.128037 -0.06 0.00 -0.01
C -2.258692 -8.593302 3.606999 0.04 -0.04 0.03
O -1.152369 -9.061135 4.352959 0.04 0.11 -0.04
C -1.190927 -8.621440 5.690598 0.00 -0.07 0.02
H 2.071262 -11.269748 0.321320 0.00 0.00 -0.01
H 0.878498 -12.280826 1.166206 0.00 0.01 0.00
H 0.391875 -11.346994 -0.267642 0.01 0.01 -0.01
H 0.437523 -9.014749 -0.103847 0.01 0.03 -0.01
H 1.928715 -8.806797 0.849704 0.00 0.01 -0.05
H 0.590510 -6.990720 1.419747 0.01 0.00 0.02
H 0.400329 -8.089443 2.796636 0.01 -0.08 -0.02
H -1.656056 -9.827890 1.952427 0.03 0.01 0.06
H -3.009561 -8.730193 1.632968 0.02 0.00 -0.02
H -3.167255 -9.126866 3.920575 -0.02 0.04 0.02
H -2.410142 -7.520342 3.788029 -0.03 0.00 -0.02
H -1.141629 -7.527686 5.751532 -0.02 0.00 0.00
H -0.327477 -9.044870 6.199495 -0.01 0.00 0.00
H -2.102860 -8.959104 6.197190 0.00 0.01 0.00